The following is a quantum chemistry calculation of a 10-piece molecular cluster, C12H44O10 overall, from OMol25.

- Energy relative to the best compared isomer or geometry (same formula, charge and spin): 0.483 eV
- Electronic energy: -1235.99261 a.u.
- Maximum force: 0.041 Eh/bohr
- SMILES: CC(C)O.CC(C)O.CC(C)O.CC(C)O.O.O.O.O.O.O
- Kohn-Sham gap: 9.554 eV
- Molar mass: 348.47 g mol⁻¹
- LUMO level: -0.11 eV

The geometry in XYZ format:
```
66
Properties=species:S:1:pos:R:3:forces:R:3:nbo_charge:R:1
C -1.258191 3.637628 0.568019 0.2 -0.5 0.6 -0.635
C 0.153681 4.199263 0.393687 -0.5 0.9 -1.8 0.089
C 1.022386 3.420377 -0.582734 0.5 -1.1 -0.4 -0.654
O 0.035905 5.519267 -0.176307 -0.1 0.4 0.5 -0.727
H -1.212828 2.743952 1.200176 -0.1 -0.1 -0.2 0.202
H -1.747076 3.385205 -0.374955 0.3 0.0 -0.1 0.202
H -1.918886 4.338607 1.079159 0.2 0.2 0.0 0.222
H 0.648101 4.373486 1.349141 0.0 -0.3 0.0 0.189
H 1.973983 3.897171 -0.828886 0.2 0.1 0.9 0.227
H 0.659321 3.285746 -1.611960 -1.0 0.3 0.3 0.206
H 1.198611 2.384054 -0.275882 0.2 0.2 0.3 0.213
H 0.055055 5.451642 -1.132651 0.0 -0.1 -0.1 0.461
C 0.258230 0.275776 -4.112985 -0.2 -0.8 0.1 -0.633
C -0.848586 0.538935 -3.106609 -0.3 0.3 0.4 0.104
C -2.235454 0.642919 -3.718667 -0.3 0.0 -0.8 -0.628
O -0.865551 -0.545891 -2.183662 0.1 -0.2 0.7 -0.793
H 1.173331 -0.084324 -3.641345 0.0 0.4 0.4 0.240
H 0.477572 1.143021 -4.731711 -0.1 0.0 -0.1 0.210
H -0.045145 -0.588195 -4.713392 -0.1 0.3 -0.4 0.205
H -0.665553 1.472229 -2.560512 0.3 0.0 0.0 0.150
H -2.330982 1.390323 -4.512471 0.3 0.1 0.1 0.207
H -3.017968 0.888730 -2.998573 0.2 -0.1 0.3 0.203
H -2.495566 -0.312970 -4.180070 0.0 0.0 0.1 0.211
H -1.377180 -0.319739 -1.370511 0.2 0.0 -0.8 0.506
C -3.862305 -3.714850 2.233596 -0.1 1.2 0.4 -0.631
C -3.013462 -2.786475 3.092453 0.1 0.1 0.0 0.097
C -1.523367 -3.068132 3.010398 0.6 -0.3 1.0 -0.657
O -3.232745 -1.424664 2.621744 0.3 0.0 -0.1 -0.781
H -4.854369 -3.263543 2.130686 -0.1 -0.2 0.1 0.195
H -3.997119 -4.669511 2.735176 0.3 -0.3 -0.6 0.229
H -3.408968 -3.653779 1.243831 -0.1 -0.9 -0.1 0.224
H -3.304416 -2.822912 4.145133 -0.2 0.1 0.0 0.168
H -0.927664 -2.161004 3.132587 -0.1 0.1 -0.5 0.235
H -1.195118 -3.685957 2.182313 -0.1 0.4 -0.6 0.231
H -1.172122 -3.646492 3.872639 -0.4 -0.1 0.1 0.228
H -4.184264 -1.280603 2.577007 0.0 0.0 0.1 0.478
C 4.355262 0.421859 0.324873 0.2 0.7 0.6 -0.641
C 3.600500 0.634390 -0.990065 0.1 -0.2 0.1 0.094
C 4.523980 0.552548 -2.189002 -0.6 -0.6 -0.3 -0.621
O 2.575659 -0.347947 -1.087334 -0.2 0.1 -0.3 -0.755
H 4.694092 -0.602213 0.491593 -0.3 -0.2 -0.4 0.213
H 3.739131 0.684607 1.188912 -0.2 -0.1 -0.1 0.220
H 5.259860 1.028697 0.440258 -0.1 0.2 -0.3 0.203
H 3.089090 1.601980 -1.052882 0.4 0.2 0.4 0.152
H 4.880518 -0.475531 -2.298082 0.5 0.1 0.3 0.210
H 5.318068 1.287151 -2.074388 0.2 -0.2 -0.2 0.209
H 3.978021 0.710908 -3.122553 0.0 0.4 0.1 0.208
H 1.831297 -0.024663 -0.548035 0.2 -0.6 -0.1 0.496
O -2.208414 -0.113655 0.174647 -0.4 -0.3 0.3 -0.981
H -2.733055 0.652920 0.430158 0.2 0.0 0.0 0.489
H -2.492209 -0.820127 0.785433 0.0 0.2 0.0 0.511
O -1.419452 0.945146 3.175118 -0.1 -0.1 -0.1 -0.961
H -2.054933 1.668989 3.184766 0.1 0.0 0.1 0.466
H -1.960838 0.138428 3.205187 0.1 0.1 0.0 0.493
O 2.293514 -0.629097 3.398843 -0.1 0.0 0.0 -0.962
H 2.831483 -1.414690 3.258052 0.0 0.0 0.0 0.468
H 1.687582 -0.610257 2.642752 0.1 -0.1 0.0 0.487
O 0.571658 -0.269930 0.929098 0.2 0.3 0.2 -0.972
H 0.263622 0.549300 1.345349 -0.2 -0.2 0.0 0.494
H -0.240943 -0.729619 0.687391 0.0 0.1 0.0 0.495
O -0.407617 -3.028503 -0.800554 -0.2 0.0 0.1 -0.981
H -0.338899 -3.737937 -1.450591 0.0 0.1 0.1 0.484
H -0.316050 -2.212895 -1.315945 0.0 0.1 -0.3 0.508
O 1.964788 -3.951115 0.357009 -0.2 0.1 0.1 -0.981
H 1.115446 -3.509618 0.150862 0.5 -0.1 0.0 0.491
H 2.637534 -3.358392 0.005299 -0.1 0.1 0.0 0.470
```
Positions in Å, forces in eV/Å.



The following is a quantum chemistry calculation of a 11-piece molecular cluster, C12H47BO10 overall, from OMol25.

- Electronic energy: -1262.41518 a.u.
- Maximum force: 0.014 Eh/bohr
- SMILES: BCC.CO.CO.CO.CO.CO.CO.CO.CO.CO.CO
- Kohn-Sham gap: 10.261 eV
- Molar mass: 362.31 g mol⁻¹
- LUMO level: 0.60 eV

The geometry in XYZ format:
```
70
Properties=species:S:1:pos:R:3:forces:R:3:nbo_charge:R:1
B 1.161873 0.753869 -0.732504 0.0 0.1 0.1 0.472
C -0.070213 -0.170970 -0.876863 -0.2 -0.2 -0.2 -0.804
C -1.283347 0.802448 -0.781736 0.7 0.0 0.1 -0.597
H 1.782255 1.121848 -1.684920 0.0 0.1 0.1 -0.093
H 1.413777 1.146127 0.360935 0.1 0.2 -0.1 -0.079
H -0.115256 -0.706371 -1.826810 0.0 -0.1 0.1 0.219
H -0.148142 -0.879348 -0.047843 0.0 -0.1 -0.1 0.232
H -1.167831 1.404402 0.124228 -0.3 0.0 0.0 0.199
H -2.216483 0.243716 -0.749953 -0.1 0.1 -0.1 0.235
H -1.260352 1.493377 -1.626287 -0.3 0.0 0.0 0.200
C 2.460021 -3.451385 0.396672 0.0 0.1 -0.1 -0.244
O 2.447388 -2.600687 -0.746403 0.1 0.0 0.2 -0.724
H 2.812417 -4.430951 0.079755 0.0 0.0 -0.1 0.172
H 3.130697 -3.070362 1.171409 0.0 0.0 0.0 0.164
H 1.459595 -3.546149 0.820694 0.0 -0.1 0.1 0.172
H 2.128706 -1.747105 -0.437391 -0.1 0.0 -0.1 0.466
C 4.909620 0.004440 0.835541 0.1 0.1 0.0 -0.247
O 3.811233 0.754419 1.327591 0.1 -0.2 0.1 -0.732
H 4.532760 -0.915452 0.390705 -0.1 0.0 0.0 0.181
H 5.448160 0.565499 0.067109 0.0 -0.1 0.0 0.164
H 5.609136 -0.258555 1.634866 0.0 0.0 0.0 0.157
H 4.177225 1.568423 1.688599 0.0 0.1 -0.1 0.478
C -2.928933 -3.036138 -1.878380 -0.1 0.2 0.1 -0.246
O -3.850891 -2.159408 -1.247148 0.2 -0.2 0.0 -0.755
H -2.043652 -3.100203 -1.248277 0.0 0.0 0.0 0.178
H -3.347017 -4.040329 -1.996655 0.0 0.0 0.0 0.158
H -2.631985 -2.654022 -2.859301 0.1 -0.1 0.0 0.161
H -4.632851 -2.096324 -1.813061 -0.2 0.3 0.1 0.497
C 7.108949 3.332181 0.365189 -0.1 0.0 0.1 -0.249
O 5.895602 3.171783 1.098722 0.0 -0.1 0.1 -0.743
H 7.662709 2.401040 0.459414 0.0 0.0 0.0 0.181
H 6.925708 3.524243 -0.690825 0.0 0.0 0.0 0.183
H 7.713611 4.144670 0.775506 0.0 0.0 0.0 0.162
H 5.389968 3.984313 1.023394 0.0 0.0 0.0 0.466
C 0.049116 -0.475448 2.865742 0.0 -0.1 0.0 -0.250
O 0.300529 -1.793314 2.377042 0.0 0.1 0.0 -0.735
H 1.014374 -0.015289 3.058103 0.0 0.0 0.0 0.198
H -0.484243 0.126885 2.124899 0.0 0.0 0.0 0.158
H -0.521986 -0.491883 3.794993 0.0 0.0 0.0 0.169
H -0.545399 -2.213635 2.201212 0.0 0.0 0.0 0.462
C -0.058715 0.449559 6.928337 0.0 0.0 -0.1 -0.249
O -0.022596 1.253255 5.757118 0.0 0.0 0.0 -0.722
H 0.224441 -0.556684 6.627648 0.0 0.0 0.0 0.186
H 0.650266 0.798709 7.683433 0.0 0.0 0.0 0.163
H -1.059333 0.414007 7.367506 0.0 0.0 0.0 0.161
H -0.267598 2.149927 5.996909 0.0 0.0 0.0 0.464
C 10.394817 3.682413 -1.738093 -0.1 0.0 0.0 -0.248
O 9.047792 3.955588 -2.102320 0.1 0.0 0.0 -0.727
H 10.419396 3.607487 -0.653288 0.0 0.0 0.0 0.182
H 10.746027 2.737503 -2.160120 0.0 0.0 0.0 0.165
H 11.069979 4.484579 -2.046535 0.0 0.0 0.0 0.164
H 9.002809 4.024704 -3.058919 0.0 0.0 0.0 0.466
C -7.420341 -2.513789 -1.991938 0.0 0.1 0.0 -0.254
O -6.410570 -1.622307 -2.452900 0.0 -0.1 0.0 -0.760
H -6.914832 -3.399934 -1.612055 0.0 0.0 0.0 0.176
H -7.995654 -2.061953 -1.183856 0.0 0.0 0.0 0.191
H -8.091367 -2.813724 -2.801387 0.0 0.0 0.0 0.161
H -6.839983 -0.832673 -2.798133 0.1 0.1 -0.1 0.493
C -6.328980 -1.587207 1.402895 0.1 0.0 -0.1 -0.257
O -7.165501 -0.728401 0.635802 -0.1 0.0 0.2 -0.732
H -6.810540 -2.562897 1.417637 0.0 0.0 0.0 0.177
H -5.339871 -1.693977 0.950759 0.0 0.0 0.0 0.189
H -6.224870 -1.236207 2.433299 0.0 0.0 0.0 0.158
H -6.751538 0.136641 0.597383 0.0 0.0 -0.1 0.465
C -6.309890 1.295191 -5.236010 0.0 0.0 0.0 -0.249
O -7.389582 0.624401 -4.594417 0.1 0.0 0.1 -0.738
H -5.394541 0.935769 -4.772568 0.0 0.0 0.0 0.189
H -6.273796 1.068631 -6.303955 0.0 0.0 0.0 0.166
H -6.370574 2.377632 -5.101137 0.0 0.0 0.0 0.165
H -8.211704 0.923401 -4.989056 -0.1 0.0 0.0 0.470
```
Positions in Å, forces in eV/Å.